Here is a structure of composition C4H10CdO3 in a non-equilibrium geometry from OMol25. Energies are from wB97M-V/def2-TZVPD.

```
! RIJCOSX wB97M-V def2-TZVPD def2/J DEFGRID3
* xyz 1 2
O 0.085 -1.165 1.548
C 0.153 -0.031 2.335
C 0.463 1.292 1.647
O 1.640 1.382 0.844
C 1.564 1.265 -0.501
H 0.906 -0.182 3.136
H -0.825 0.118 2.835
H 0.577 2.081 2.403
H -0.397 1.575 1.014
H 0.728 1.726 -1.039
H 2.548 1.110 -0.956
H 0.052 -0.417 -1.117
O -0.686 -1.269 -1.315
C -1.333 -1.322 -2.571
Cd -1.010 -2.080 0.444
H -2.314 -0.831 -2.539
H -0.696 -0.868 -3.340
H -1.456 -2.385 -2.828
*
```

Values from the calculation:
Energy in eV: -15004.3744
Orbital gap (alpha / beta) in eV: 5.15 / 7.66
Lowest unoccupied orbital energy (alpha / beta) in eV: -6.028 / -6.087
E_HOMO (alpha / beta) in eV: -11.2 / -13.7

=====

Here is the molecule C22H23FN4O in a non-equilibrium geometry from OMol25. Energies are from wB97M-V/def2-TZVPD.

```
! RIJCOSX wB97M-V def2-TZVPD def2/J DEFGRID3
* xyz 0 1
O 0.592 1.615 1.514
C 0.377 0.797 0.645
N -0.037 1.105 -0.617
C -0.290 2.355 -1.182
C -0.745 2.381 -2.496
C -1.019 3.588 -3.127
C -0.835 4.784 -2.439
C -0.382 4.748 -1.133
C -0.107 3.553 -0.495
H 0.245 3.537 0.522
H -0.238 5.675 -0.599
H -1.040 5.732 -2.908
N -1.476 3.553 -4.447
C -1.819 4.587 -5.255
C -2.205 4.049 -6.456
C -2.063 2.662 -6.283
N -1.626 2.382 -5.076
H -2.260 1.876 -6.983
H -2.540 4.569 -7.330
H -1.771 5.608 -4.941
H -0.896 1.469 -3.054
H -0.200 0.330 -1.246
C 0.512 -0.694 0.901
C -0.887 -1.356 0.927
N -0.865 -2.765 1.225
C -0.947 -3.160 2.616
C 0.258 -2.874 3.485
C 1.261 -3.819 3.662
C 2.391 -3.577 4.421
C 2.533 -2.345 5.034
C 1.544 -1.386 4.892
C 0.419 -1.653 4.131
H -0.350 -0.901 4.033
H 1.647 -0.426 5.373
H 3.411 -2.139 5.626
H 3.137 -4.350 4.522
F 1.136 -5.035 3.076
H -1.816 -2.649 3.042
H -1.146 -4.236 2.626
C 0.050 -3.497 0.375
C 1.465 -2.908 0.310
C 1.397 -1.439 -0.101
H 0.984 -1.377 -1.112
H 2.397 -1.001 -0.117
H 2.055 -3.476 -0.411
H 1.952 -2.989 1.283
H 0.089 -4.532 0.716
H -0.376 -3.489 -0.637
H -1.524 -0.849 1.655
H -1.351 -1.243 -0.062
H 0.962 -0.788 1.894
*
```

Values from the calculation:
Energy in eV: -33913.0343
Orbital gap in eV: 9.04
Structure (SMILES): O=C(Nc1cccc(-n2cccn2)c1)[C@@H]1CCCN(Cc2ccccc2F)C1
Lowest unoccupied orbital energy in eV: 0.750
E_HOMO in eV: -8.3

=====

Here is the molecule BrCl2HNP in a non-equilibrium geometry from OMol25. Energies are from wB97M-V/def2-TZVPD.

```
! RIJCOSX wB97M-V def2-TZVPD def2/J DEFGRID3
* xyz 0 1
N -0.690 0.035 -1.335
P -0.137 -0.108 0.142
Cl 2.337 -0.734 0.598
Cl -1.060 -1.556 0.915
Br -0.168 1.677 1.625
H -0.282 0.686 -1.945
*
```

Values from the calculation:
Energy in eV: -105882.5127
Orbital gap in eV: 8.26
Structure (SMILES): N=P(Cl)(Cl)Br
Lowest unoccupied orbital energy in eV: -2.351
E_HOMO in eV: -10.6

=====

Here is a structure of composition C22H28AuClF5N2O2 in a non-equilibrium geometry from OMol25. Energies are from wB97M-V/def2-TZVPD.

```
! RIJCOSX wB97M-V def2-TZVPD def2/J DEFGRID3
* xyz -1 3
Au 0.324 0.529 0.842
Cl 0.510 2.773 2.365
N 1.510 -1.448 1.137
N -1.498 1.756 -0.035
C 2.656 -1.534 0.510
C -1.221 2.767 -0.830
C 1.020 -2.817 1.381
C 2.357 -3.579 1.360
C 0.114 -3.176 0.199
C 0.312 -2.975 2.721
H 0.747 -3.408 -0.669
H -0.504 -2.151 -0.047
H -0.563 -4.014 0.434
H 0.917 -2.544 3.538
H 0.206 -4.059 2.889
H -0.688 -2.524 2.706
C -2.859 1.897 0.463
C -3.356 3.148 -0.253
C -2.750 2.083 1.950
C -3.663 0.654 0.093
H -3.915 0.717 -0.969
H -4.587 0.619 0.676
H -3.099 -0.267 0.250
H -2.372 3.092 2.202
H -1.822 1.215 2.304
H -3.718 1.849 2.420
O -2.226 3.619 -1.052
H -3.617 3.955 0.452
H -4.177 2.933 -0.950
O 3.261 -2.728 0.591
H 2.339 -4.558 0.851
H 2.783 -3.655 2.375
C 3.258 -0.470 -0.321
C 0.116 2.937 -1.457
C 0.554 1.545 -1.862
H 0.810 3.324 -0.675
H 0.024 3.689 -2.264
C 1.003 0.606 -0.904
C 2.139 -0.138 -1.277
H 1.551 1.832 2.014
C 2.162 -0.628 -2.611
C 1.215 -0.062 -3.479
C 3.008 -1.810 -3.015
C 0.535 1.127 -3.211
H 1.102 -0.521 -4.447
C -0.345 1.843 -4.199
H -0.362 1.297 -5.143
H 0.016 2.858 -4.377
H -1.368 1.906 -3.810
H 4.082 -1.608 -2.930
H 2.792 -2.048 -4.060
H 2.778 -2.703 -2.420
H 4.159 -0.866 -0.814
H 3.533 0.381 0.333
F -1.109 -1.258 -0.272
C -1.005 0.303 2.435
F -1.759 -0.804 2.096
C -0.455 0.271 3.830
F -1.009 -0.712 4.607
F 0.904 0.076 3.873
F -0.751 1.458 4.455
*
```

Values from the calculation:
Energy in eV: -60139.6096
Orbital gap (alpha / beta) in eV: 6.11 / 6.37
Lowest unoccupied orbital energy (alpha / beta) in eV: 2.820 / 2.552
E_HOMO (alpha / beta) in eV: -3.3 / -3.8

=====

Here is a structure of composition C27H27BrN6O7Re in a non-equilibrium geometry from OMol25. Energies are from wB97M-V/def2-TZVPD.

```
! RIJCOSX wB97M-V def2-TZVPD def2/J DEFGRID3
* xyz 2 2
Re -0.110 0.156 -0.096
N 0.978 1.574 3.809
C 0.674 0.681 2.871
O 0.289 1.066 1.752
C 0.839 -0.778 3.238
C 0.289 -1.739 2.209
H 0.905 2.558 3.602
H 1.264 1.296 4.733
H 0.338 -0.969 4.191
H 1.904 -0.961 3.407
H -0.763 -1.576 2.003
H 0.414 -2.771 2.522
C -3.132 -0.314 1.160
O -2.117 -0.736 0.222
C -2.511 -1.596 -0.796
C -3.701 -2.296 -0.778
C -4.000 -3.111 -1.866
Br -5.619 -4.053 -1.860
C -3.135 -3.245 -2.934
C -1.919 -2.562 -2.937
C -1.644 -1.731 -1.866
O -0.468 -0.952 -1.810
C -1.016 -2.731 -4.093
N -1.412 -3.196 -5.231
C -0.276 -3.199 -6.043
C -0.131 -3.617 -7.367
C 1.124 -3.530 -7.926
C 2.223 -3.037 -7.196
C 2.095 -2.619 -5.889
C 0.819 -2.714 -5.337
N 0.328 -2.387 -4.076
H -3.404 -1.137 1.820
H -4.010 0.041 0.622
H -2.690 0.498 1.729
H -4.398 -2.214 0.042
H -3.369 -3.879 -3.777
H -0.280 -0.547 -2.674
H -0.978 -3.999 -7.921
H 1.278 -3.850 -8.948
H 3.192 -2.984 -7.676
H 2.942 -2.236 -5.334
H 0.898 -2.239 -3.262
O 1.814 0.565 -0.892
C 2.914 0.290 -0.429
C 3.221 -0.937 0.314
C 4.578 -1.261 0.353
C 4.973 -2.467 0.882
C 4.064 -3.380 1.368
C 2.711 -3.059 1.363
C 2.293 -1.841 0.861
O 0.938 -1.512 0.915
N 6.423 -2.794 0.921
O 6.727 -3.847 1.428
O 7.174 -1.972 0.448
H 3.766 0.934 -0.675
H 5.327 -0.585 -0.039
H 4.412 -4.332 1.746
H 1.998 -3.780 1.736
C -3.443 4.175 -1.323
N -2.127 3.747 -1.824
C -1.570 4.443 -2.997
C -1.542 2.700 -1.336
N -1.019 1.759 -0.889
H -3.415 5.250 -1.154
H -3.652 3.669 -0.385
H -4.217 3.941 -2.052
H -1.584 5.514 -2.804
H -2.171 4.222 -3.878
H -0.546 4.120 -3.156
*
```

Values from the calculation:
Energy in eV: -123864.6369
Orbital gap (alpha / beta) in eV: 6.24 / 6.07
Lowest unoccupied orbital energy (alpha / beta) in eV: -6.397 / -6.439
E_HOMO (alpha / beta) in eV: -12.6 / -12.5

=====

Here is a structure of composition C40H27F9O3P2PtSe2 in a non-equilibrium geometry from OMol25. Energies are from wB97M-V/def2-TZVPD.

```
! RIJCOSX wB97M-V def2-TZVPD def2/J DEFGRID3
* xyz 2 5
Pt 0.439 0.776 0.031
Se -0.932 2.656 1.053
P -0.541 3.740 -0.799
Se -0.116 1.916 -2.129
C -1.780 4.706 -1.660
C -2.908 3.990 -2.070
C -3.976 4.646 -2.713
C -3.938 6.053 -2.884
C -2.761 6.736 -2.562
C -1.709 6.058 -1.954
C 1.112 4.396 -0.804
C 1.892 4.643 -1.923
C 3.210 5.058 -1.870
C 3.812 5.301 -0.642
C 3.087 5.041 0.502
C 1.793 4.544 0.416
H -2.866 2.888 -1.985
H -4.833 4.081 -3.069
H -4.722 6.659 -3.354
H -2.759 7.799 -2.740
H -0.845 6.662 -1.760
H 1.513 4.544 -2.922
H 3.834 5.253 -2.742
H 4.852 5.646 -0.729
H 3.490 5.229 1.481
H 1.260 4.380 1.318
O 1.106 0.024 5.500
C 1.969 -0.816 5.138
C 2.621 -1.624 6.148
C 3.685 -2.454 5.756
C 4.111 -2.471 4.432
C 3.441 -1.738 3.417
C 2.377 -0.937 3.730
C 1.696 -0.069 2.724
O 0.811 0.850 3.130
O 1.941 -0.173 1.491
H 0.802 0.741 4.172
H 2.188 -1.608 7.135
H 4.267 -2.976 6.479
H 4.955 -3.105 4.110
H 3.863 -1.794 2.437
F -7.059 -0.887 -2.382
C -6.637 -1.248 -1.164
F -7.102 -0.279 -0.293
F -7.262 -2.393 -0.831
C -5.145 -1.316 -1.059
C -4.393 -0.193 -1.422
C -3.047 -0.220 -1.215
C -2.380 -1.337 -0.668
C -3.163 -2.447 -0.266
C -4.534 -2.364 -0.422
P -0.569 -1.312 -0.437
C -0.163 -2.576 0.869
C 0.549 -3.733 0.583
C 0.987 -4.610 1.589
C 0.652 -4.268 2.901
C -0.073 -3.144 3.215
C -0.457 -2.319 2.213
C 1.012 -5.202 4.042
F -0.047 -5.886 4.513
F 1.924 -6.120 3.621
F 1.510 -4.535 5.105
C 0.359 -1.796 -1.918
C 1.731 -1.508 -1.876
C 2.497 -1.662 -2.987
C 1.918 -2.227 -4.120
C 0.545 -2.473 -4.142
C -0.270 -2.241 -3.055
C 2.918 -2.472 -5.249
F 2.284 -2.782 -6.434
F 3.753 -1.429 -5.419
F 3.664 -3.590 -4.974
H -4.872 0.669 -1.842
H -2.442 0.694 -1.423
H -2.608 -3.235 0.246
H -5.095 -3.240 -0.125
H 0.723 -3.995 -0.466
H 1.538 -5.541 1.431
H -0.302 -2.945 4.226
H -0.898 -1.361 2.540
H 2.190 -1.069 -1.004
H 3.542 -1.389 -3.014
H 0.083 -2.889 -5.054
H -1.300 -2.382 -3.126
*
```

Values from the calculation:
Energy in eV: -225021.1773
Orbital gap (alpha / beta) in eV: 7.26 / 5.58
Lowest unoccupied orbital energy (alpha / beta) in eV: -6.024 / -8.804
E_HOMO (alpha / beta) in eV: -13.3 / -14.4

=====

Here is a cluster of 3 separate species, C28H48N4O4 in total in a non-equilibrium geometry from OMol25. Energies are from wB97M-V/def2-TZVPD.

```
! RIJCOSX wB97M-V def2-TZVPD def2/J DEFGRID3
* xyz 0 3
C -4.156 -2.814 0.531
C -3.455 -1.595 0.191
C -1.936 -1.657 0.100
C -1.316 -0.397 -0.511
C -2.215 0.141 -1.576
N -2.881 0.556 -2.407
C -1.184 0.766 0.517
C -0.450 0.363 1.732
N -0.140 0.089 2.800
C 0.079 -0.612 -1.192
C 0.870 -1.804 -0.652
O 2.101 -2.003 -1.366
C 2.916 -0.927 -1.305
O 3.107 -0.271 -0.334
H -4.547 -3.512 -0.204
H -4.343 -3.054 1.574
H -4.010 -0.672 0.053
H -1.590 -1.814 1.132
H -1.704 -2.575 -0.444
H -2.184 1.133 0.753
H -0.658 1.595 0.041
H 0.625 0.331 -1.126
H -0.088 -0.793 -2.260
H 1.041 -1.713 0.424
H 0.312 -2.723 -0.814
H 3.399 -0.640 -2.252
C 6.224 0.605 -6.964
C 5.345 1.886 -7.017
C 6.199 3.151 -7.213
C 6.862 3.696 -5.951
C 5.845 3.818 -4.821
C 5.124 2.497 -4.553
N 4.495 1.954 -5.793
O 3.426 2.642 -6.052
C 6.134 1.502 -3.948
C 4.076 2.695 -3.458
C 4.505 1.723 -8.287
H 6.267 0.146 -5.980
H 5.822 -0.175 -7.611
H 7.249 0.803 -7.283
H 5.566 3.946 -7.620
H 6.962 2.959 -7.970
H 7.702 3.061 -5.655
H 7.288 4.679 -6.162
H 6.343 4.158 -3.911
H 5.116 4.594 -5.079
H 5.673 0.527 -3.780
H 6.487 1.870 -2.984
H 7.025 1.359 -4.556
H 3.355 3.474 -3.703
H 4.554 2.990 -2.524
H 3.527 1.769 -3.271
H 3.804 0.892 -8.197
H 5.162 1.520 -9.134
H 3.937 2.621 -8.529
C -6.498 -0.328 6.681
C -6.053 -1.596 5.901
C -5.678 -2.745 6.854
C -4.279 -2.664 7.458
C -3.239 -2.410 6.372
C -3.565 -1.168 5.542
N -4.943 -1.241 4.972
O -4.939 -2.070 3.979
C -3.386 0.078 6.432
C -2.521 -0.998 4.435
C -7.309 -2.045 5.147
H -5.791 0.494 6.619
H -7.424 0.080 6.274
H -6.668 -0.541 7.738
H -5.746 -3.693 6.309
H -6.417 -2.807 7.655
H -4.239 -1.888 8.228
H -4.050 -3.603 7.966
H -2.251 -2.302 6.825
H -3.181 -3.289 5.720
H -3.651 0.988 5.891
H -2.343 0.169 6.737
H -3.964 0.045 7.353
H -2.446 -1.872 3.787
H -1.535 -0.840 4.866
H -2.753 -0.132 3.813
H -7.596 -1.319 4.385
H -8.138 -2.142 5.849
H -7.181 -3.012 4.663
*
```

Values from the calculation:
Energy in eV: -43956.5989
Orbital gap (alpha / beta) in eV: 8.83 / 8.04
Lowest unoccupied orbital energy (alpha / beta) in eV: 0.432 / 0.050
E_HOMO (alpha / beta) in eV: -8.4 / -8.0

=====

Here is a structure of composition C24H50ClF5OP2Si2TeV in a non-equilibrium geometry from OMol25. Energies are from wB97M-V/def2-TZVPD.

```
! RIJCOSX wB97M-V def2-TZVPD def2/J DEFGRID3
* xyz 0 2
V -0.525 -0.248 -0.225
C -2.449 -0.858 -0.802
C -1.705 -0.345 -1.904
C -0.555 -1.225 -2.055
Si -2.258 1.250 -2.732
C -0.572 -2.172 -0.997
C -1.735 -1.911 -0.162
Si -2.338 -2.555 1.500
H -3.454 -0.533 -0.532
H 0.145 -1.179 -2.882
H 0.120 -2.991 -0.847
Cl 2.749 -0.433 -0.325
C -3.982 -1.810 1.942
C -2.417 -4.402 1.438
C -3.915 1.811 -2.096
C -2.300 1.003 -4.571
H -3.316 -4.666 0.866
H -2.520 -4.823 2.446
H -1.553 -4.862 0.948
H -3.899 -0.727 2.093
H -4.362 -2.275 2.860
H -4.697 -2.000 1.133
H -3.184 0.390 -4.794
H -1.418 0.491 -4.970
H -2.415 1.966 -5.085
H -4.652 1.011 -2.242
H -4.240 2.698 -2.655
H -3.859 2.053 -1.025
C -1.122 -1.950 2.831
C -1.025 2.614 -2.248
P 0.543 -1.724 2.134
H -1.118 -2.672 3.666
H -1.462 -0.969 3.203
P 0.625 1.923 -1.924
H -1.372 3.117 -1.331
H -0.993 3.348 -3.072
C 1.651 3.426 -1.472
C 1.172 1.492 -3.691
C 1.073 -3.532 1.910
C 1.552 -1.117 3.593
C 1.860 0.378 3.440
H 2.499 -1.680 3.512
C 0.922 -1.330 4.968
H 0.019 -0.713 5.070
H 1.643 -1.001 5.727
H 0.671 -2.375 5.176
H 2.186 0.636 2.425
H 2.656 0.656 4.149
H 0.968 0.978 3.669
H 0.290 -3.949 1.259
C 1.074 -4.315 3.224
C 2.405 -3.628 1.167
H 0.076 -4.384 3.675
H 1.762 -3.883 3.963
H 1.402 -5.345 3.026
H 2.294 -3.365 0.109
H 2.785 -4.657 1.218
H 3.168 -2.969 1.600
H 0.380 0.814 -4.038
C 2.489 0.718 -3.689
C 1.200 2.713 -4.610
H 0.214 3.178 -4.726
H 1.519 2.398 -5.613
H 1.909 3.475 -4.262
H 2.354 -0.305 -3.320
H 3.254 1.204 -3.071
H 2.880 0.655 -4.712
C 1.917 3.439 0.038
C 1.050 4.777 -1.867
H 2.610 3.265 -1.996
H 0.132 4.968 -1.293
H 0.831 4.857 -2.937
H 1.777 5.561 -1.615
H 1.018 3.754 0.585
H 2.729 4.150 0.260
H 2.208 2.450 0.410
C 4.357 -1.092 -0.898
H 5.157 -0.508 -0.421
H 4.409 -0.988 -1.987
H 4.427 -2.147 -0.612
F -1.608 3.718 0.720
Te -1.604 2.428 2.171
F -0.565 3.627 3.255
F -2.790 1.317 1.056
F -3.258 3.200 2.807
F -1.772 1.121 3.613
O -0.123 1.586 1.449
*
```

Values from the calculation:
Energy in eV: -121172.5995
Orbital gap (alpha / beta) in eV: 6.22 / 5.65
Lowest unoccupied orbital energy (alpha / beta) in eV: -1.276 / -1.284
E_HOMO (alpha / beta) in eV: -7.5 / -6.9